(1)
ORCA calculation (the ωB97M-V functional and the def2-TZVPD basis) on a structure of composition C24H44BF4N3OPPdSb2.

Each line ends with the Löwdin charge.
Positions of all 81 atoms, in Å:
1 Pd 0.26 0.56 0.63  -0.13
2 C 4.90 0.24 -0.16  -0.35
3 Sb 2.83 0.85 0.07  1.30
4 C 3.15 2.75 -0.91  -0.34
5 C 3.12 1.71 2.07  -0.32
6 C 3.54 0.70 3.10  -0.28
7 C 4.90 0.40 3.20  -0.08
8 C 5.39 -0.53 4.10  -0.11
9 C 4.51 -1.19 4.94  -0.11
10 C 3.16 -0.89 4.87  -0.08
11 C 2.64 0.04 3.96  -0.28
12 C 1.16 0.28 3.98  -0.32
13 Sb 0.00 -0.91 2.54  1.31
14 C 0.83 -2.80 3.15  -0.33
15 C -1.67 -0.97 3.90  -0.31
16 H 5.12 -0.63 0.46  -0.01
17 H 5.56 1.07 0.12  -0.01
18 H 5.07 -0.02 -1.21  -0.01
19 H 4.12 3.16 -0.63  -0.01
20 H 2.35 3.42 -0.60  -0.02
21 H 3.10 2.63 -1.99  -0.01
22 H 2.17 2.20 2.30  0.04
23 H 3.89 2.47 1.96  0.06
24 H 5.59 0.93 2.55  0.10
25 H 6.45 -0.73 4.14  0.09
26 H 4.86 -1.92 5.65  0.09
27 H 2.47 -1.39 5.54  0.10
28 H 0.90 1.31 3.75  0.04
29 H 0.76 0.04 4.96  0.05
30 H 0.96 -2.77 4.23  -0.01
31 H 1.80 -2.97 2.67  0.00
32 H 0.15 -3.60 2.88  0.00
33 H -1.40 -1.52 4.80  0.00
34 H -2.54 -1.42 3.41  -0.01
35 H -1.92 0.06 4.16  -0.01
36 O 0.10 2.89 0.34  -0.35
37 P -1.17 3.52 -0.12  0.55
38 N -0.91 5.11 -0.53  -0.18
39 C -1.70 5.87 -1.51  -0.21
40 C -1.31 7.32 -1.24  -0.18
41 C -1.12 7.33 0.27  -0.18
42 C -0.41 6.01 0.53  -0.20
43 N -2.25 3.53 1.13  -0.18
44 C -3.65 3.92 1.01  -0.20
45 C -4.15 3.80 2.45  -0.17
46 C -3.45 2.53 2.92  -0.17
47 C -2.06 2.63 2.29  -0.20
48 N -1.72 2.84 -1.52  -0.17
49 C -3.09 2.87 -2.04  -0.20
50 C -2.91 2.36 -3.46  -0.17
51 C -1.88 1.24 -3.26  -0.16
52 C -0.92 1.81 -2.21  -0.18
53 H -2.78 5.75 -1.35  0.09
54 H -1.47 5.54 -2.52  0.11
55 H -2.05 8.02 -1.60  0.11
56 H -0.36 7.54 -1.74  0.11
57 H -2.09 7.33 0.77  0.11
58 H -0.56 8.19 0.63  0.10
59 H -0.62 5.60 1.52  0.11
60 H 0.68 6.12 0.44  0.11
61 H -4.21 3.23 0.38  0.10
62 H -3.75 4.94 0.62  0.10
63 H -5.24 3.74 2.50  0.11
64 H -3.82 4.66 3.03  0.11
65 H -3.95 1.65 2.52  0.11
66 H -3.40 2.45 4.01  0.10
67 H -1.69 1.65 1.97  0.04
68 H -1.32 3.07 2.97  0.11
69 H -3.52 3.87 -2.00  0.10
70 H -3.73 2.18 -1.48  0.10
71 H -2.50 3.16 -4.09  0.10
72 H -3.84 2.01 -3.90  0.11
73 H -1.37 0.96 -4.18  0.11
74 H -2.38 0.36 -2.85  0.10
75 H -0.03 2.26 -2.66  0.11
76 H -0.60 1.02 -1.52  0.07
77 F -4.89 -0.45 -0.35  0.09
78 B -3.55 -0.43 0.06  -1.28
79 F -2.73 -0.95 -0.95  0.09
80 F -3.40 -1.17 1.24  0.08
81 F -3.18 0.92 0.30  0.08

The molar mass is 858.35 g mol⁻¹. As for the highest occupied orbital energy: -3.85 eV. The largest force on an atom is 0.81 eV/Å. The calculation puts the HOMO-LUMO gap at 0.2356 hartree. The total charge is -1.

***

(2)
ORCA calculation (the ωB97M-V functional and the def2-TZVPD basis) on the molecule C4H7NO.

Each line ends with the Löwdin charge.
Positions of all 13 atoms, in Å:
1 C -1.64 -0.14 -0.21  -0.10
2 N -0.37 -0.02 0.44  -0.22
3 C 0.51 1.11 0.11  -0.09
4 C 1.67 0.15 0.35  -0.35
5 O 2.82 0.24 0.65  0.11
6 C 0.68 -1.00 0.15  -0.10
7 H -1.57 -0.09 -1.31  0.08
8 H -2.09 -1.11 0.06  0.08
9 H -2.31 0.65 0.13  0.08
10 H 0.47 1.39 -0.96  0.13
11 H 0.41 2.01 0.72  0.12
12 H 0.71 -1.89 0.79  0.12
13 H 0.70 -1.32 -0.91  0.13

The molar mass is 85.11 g mol⁻¹. As for the highest occupied orbital energy: -9.25 eV. Its SMILES is CN1CC(=O)C1. The largest force on an atom is 0.62 eV/Å. The calculation puts the HOMO-LUMO gap at 0.3745 hartree.

***

(3)
ORCA calculation (the ωB97M-V functional and the def2-TZVPD basis) on a structure of composition C57H65BrF3N5O9PPtS3Sb at a distorted geometry.

Each line ends with the Löwdin charge.
Positions of all 146 atoms, in Å:
1 Pt 0.11 0.60 0.63  1.00
2 O 0.31 -0.47 4.65  -0.29
3 S 1.51 -0.25 3.88  0.67
4 O 2.32 0.87 4.24  -0.25
5 N 1.17 -0.27 2.26  -0.23
6 C 1.72 -1.31 1.65  -0.81
7 S 1.34 -1.49 0.05  0.71
8 C 2.54 -2.17 2.51  -0.23
9 C 3.30 -3.28 2.18  0.00
10 C 3.99 -3.92 3.20  -0.05
11 C 3.93 -3.45 4.51  -0.05
12 C 3.18 -2.33 4.84  -0.02
13 C 2.49 -1.72 3.81  -0.22
14 H 3.35 -3.63 1.16  0.12
15 H 4.59 -4.79 2.98  0.11
16 H 4.48 -3.97 5.29  0.11
17 H 3.13 -1.96 5.86  0.13
18 O 1.75 1.43 -1.34  -0.40
19 P 1.88 1.65 -2.82  0.81
20 C 1.72 3.45 -3.19  -0.32
21 C 2.27 3.95 -4.56  -0.19
22 C 2.86 5.35 -4.45  -0.20
23 C 1.93 6.25 -3.64  -0.19
24 C 1.82 5.76 -2.19  -0.18
25 C 2.25 4.30 -2.03  -0.20
26 C 3.48 1.05 -3.45  -0.32
27 C 4.66 1.93 -3.01  -0.19
28 C 4.94 1.83 -1.51  -0.18
29 C 5.06 0.36 -1.04  -0.18
30 C 4.98 -0.62 -2.20  -0.20
31 C 3.68 -0.42 -2.99  -0.19
32 C 0.47 0.91 -3.73  -0.32
33 C 0.57 0.96 -5.27  -0.17
34 C 1.22 -0.27 -5.88  -0.19
35 C 0.48 -1.54 -5.45  -0.19
36 C 0.54 -1.68 -3.94  -0.19
37 C -0.02 -0.46 -3.22  -0.19
38 H 0.63 3.59 -3.19  0.11
39 H 1.45 3.98 -5.28  0.11
40 H 3.02 3.26 -4.96  0.09
41 H 3.00 5.76 -5.45  0.11
42 H 3.85 5.32 -3.98  0.11
43 H 0.94 6.23 -4.12  0.11
44 H 2.27 7.29 -3.67  0.11
45 H 0.78 5.86 -1.84  0.11
46 H 2.43 6.38 -1.53  0.11
47 H 1.88 3.89 -1.09  0.10
48 H 3.34 4.24 -1.98  0.10
49 H 3.41 1.09 -4.54  0.10
50 H 4.48 2.97 -3.28  0.09
51 H 5.54 1.61 -3.57  0.12
52 H 4.14 2.31 -0.96  0.09
53 H 5.86 2.38 -1.29  0.11
54 H 4.24 0.14 -0.35  0.09
55 H 6.00 0.21 -0.50  0.11
56 H 5.00 -1.65 -1.83  0.11
57 H 5.85 -0.51 -2.86  0.11
58 H 2.86 -0.72 -2.33  0.06
59 H 3.66 -1.09 -3.85  0.10
60 H -0.29 1.63 -3.42  0.09
61 H 1.10 1.86 -5.59  0.09
62 H -0.45 1.04 -5.67  0.12
63 H 2.27 -0.35 -5.57  0.09
64 H 1.22 -0.18 -6.97  0.11
65 H 0.91 -2.42 -5.94  0.11
66 H -0.56 -1.47 -5.77  0.12
67 H 1.57 -1.87 -3.63  0.09
68 H -0.05 -2.55 -3.63  0.08
69 H 0.16 -0.53 -2.15  0.02
70 H -1.11 -0.47 -3.35  0.12
71 F -7.94 -3.99 -1.39  0.05
72 C -6.63 -3.77 -1.14  -0.29
73 C -6.18 -2.47 -1.07  -0.01
74 C -4.83 -2.26 -0.81  -0.13
75 C -3.95 -3.33 -0.64  -0.39
76 C -4.45 -4.62 -0.72  -0.10
77 C -5.80 -4.86 -0.97  -0.01
78 Sb -1.88 -2.87 -0.31  1.52
79 C -1.97 -3.11 1.82  -0.39
80 C -0.79 -3.35 2.53  -0.13
81 C -0.78 -3.44 3.91  -0.01
82 C -1.97 -3.29 4.58  -0.29
83 F -1.97 -3.36 5.93  0.06
84 C -3.16 -3.06 3.93  -0.01
85 C -3.15 -2.97 2.54  -0.12
86 C -1.15 -4.87 -0.65  -0.39
87 C -1.26 -5.91 0.28  -0.12
88 C -0.79 -7.18 0.00  -0.01
89 C -0.21 -7.41 -1.23  -0.29
90 F 0.26 -8.65 -1.50  0.05
91 C -0.08 -6.43 -2.18  -0.01
92 C -0.56 -5.16 -1.88  -0.12
93 H -6.87 -1.65 -1.21  0.12
94 H -4.46 -1.24 -0.75  0.06
95 H -3.79 -5.47 -0.59  0.09
96 H -6.20 -5.86 -1.03  0.12
97 H 0.14 -3.50 1.99  0.08
98 H 0.13 -3.63 4.46  0.12
99 H -4.08 -2.96 4.49  0.12
100 H -4.08 -2.80 2.02  0.10
101 H -1.72 -5.73 1.25  0.10
102 H -0.86 -7.99 0.72  0.12
103 H 0.38 -6.65 -3.13  0.12
104 H -0.45 -4.37 -2.62  0.07
105 Br -6.11 1.26 -4.61  0.75
106 C -4.61 2.00 -3.73  -0.67
107 C -4.08 3.21 -4.17  -0.19
108 N -3.02 3.77 -3.60  0.08
109 C -2.46 3.14 -2.57  -0.09
110 C -2.93 1.94 -2.06  -0.11
111 C -4.03 1.35 -2.66  -0.04
112 C -2.23 1.21 -0.94  -0.59
113 O -1.02 1.64 -0.73  -0.19
114 O -2.81 0.34 -0.32  -0.03
115 H -4.52 3.73 -5.01  0.10
116 H -1.59 3.61 -2.12  0.11
117 H -4.42 0.41 -2.29  0.10
118 C 1.20 1.90 8.12  -0.10
119 C 0.00 1.25 7.44  -0.29
120 S -1.00 2.50 6.69  0.65
121 O -1.65 3.27 7.72  -0.30
122 O -0.20 3.19 5.70  -0.28
123 C -2.26 1.58 5.82  -0.19
124 C -2.89 2.42 4.72  -0.11
125 N -2.02 2.53 3.54  0.07
126 C -1.72 1.48 2.75  -0.28
127 N -0.78 1.83 1.89  -0.07
128 C -0.48 3.15 2.09  0.02
129 C -1.23 3.58 3.12  -0.14
130 N -1.28 4.93 3.62  -0.34
131 O -2.21 5.25 4.33  0.09
132 O -0.39 5.66 3.25  0.11
133 C -2.41 0.17 2.79  0.01
134 H 1.74 1.16 8.71  0.08
135 H 0.88 2.70 8.79  0.08
136 H 1.87 2.32 7.38  0.08
137 H -0.65 0.73 8.15  0.11
138 H 0.30 0.57 6.64  0.07
139 H -3.01 1.34 6.57  0.12
140 H -1.81 0.67 5.44  0.08
141 H -3.13 3.42 5.06  0.12
142 H -3.82 1.94 4.39  0.13
143 H 0.24 3.69 1.49  0.14
144 H -3.47 0.29 3.04  0.10
145 H -1.95 -0.51 3.50  0.07
146 H -2.34 -0.27 1.79  0.04

The molar mass is 1545.08 g mol⁻¹. As for the highest occupied orbital energy: -8.27 eV. The largest force on an atom is 1.86 eV/Å. The calculation puts the HOMO-LUMO gap at 0.2677 hartree.